[1]
DFT (ωB97M-V/def2-TZVPD) results for a 7-piece molecular cluster, C22H49Br6N3O5 overall in a non-equilibrium geometry.

Element x y z (Å)
H: 3.359 0.864 1.613
C: 1.146 -0.059 -4.503
H: 1.794 2.487 -5.235
H: -2.382 -2.422 4.550
H: 3.164 1.416 -1.969
H: 3.129 1.637 3.169
H: 4.335 0.078 -7.710
H: -2.222 -0.130 1.226
O: 4.203 -0.939 3.850
H: 0.513 -0.761 -3.961
Br: -5.654 0.228 -0.717
H: 0.512 0.490 -5.200
C: 3.073 1.800 2.093
H: 1.653 -3.265 2.212
C: -5.430 -2.702 -1.094
N: 1.722 2.090 1.605
C: 3.485 -1.694 3.292
H: 2.269 -3.240 5.982
H: 3.322 1.872 -4.657
H: 0.973 0.187 2.260
H: -0.124 0.818 -2.339
H: -4.467 -2.659 -0.587
O: 3.123 0.024 -6.074
O: 2.244 3.360 -0.192
Br: -5.435 -4.224 -2.316
C: 0.689 1.240 2.273
H: 3.020 -1.397 -4.651
H: -3.430 -1.646 5.803
C: -4.219 1.864 2.396
O: -1.500 -2.602 -0.321
H: -2.518 -0.342 -0.544
H: -0.994 0.392 0.056
C: 0.391 1.632 -2.850
H: -5.227 -1.276 -2.801
H: 0.567 -2.949 3.442
N: 1.691 1.074 -3.524
C: 2.272 -2.319 5.400
H: 3.574 0.122 -3.105
C: -1.776 -0.341 0.255
C: 2.127 -0.329 -1.406
H: 0.750 2.416 -2.182
H: -4.046 0.801 2.567
H: 3.333 3.418 -2.660
H: -0.284 1.229 1.783
H: -6.483 1.695 2.536
C: 2.287 -0.829 -5.224
H: -6.868 -1.522 -2.161
N: 2.557 -2.461 3.996
C: -5.657 2.186 3.051
C: 3.958 -0.638 -6.979
H: 1.680 -4.300 3.570
H: 3.362 -1.331 -7.573
Br: -4.731 -1.944 3.579
H: -2.135 -0.389 3.351
H: 1.244 0.112 -0.945
H: 2.845 -0.557 -0.618
H: 3.223 4.160 -4.175
C: 2.669 3.485 -3.522
H: 3.486 -1.849 2.202
C: 2.332 2.193 -4.334
C: 1.607 -3.246 3.301
H: 1.829 -1.333 -1.707
H: 2.972 -1.663 5.918
Br: -5.764 1.431 4.915
Br: -2.705 2.912 3.157
H: 1.781 4.057 -3.254
H: -0.268 2.005 -3.634
C: -2.445 -0.417 4.396
H: -4.306 2.140 1.345
C: -5.816 -1.419 -1.895
C: -1.042 -1.618 0.286
H: 3.682 2.672 1.853
H: 0.364 2.675 0.236
O: 0.034 -1.733 0.915
H: 0.544 1.554 3.307
Br: -0.758 -0.191 5.436
H: 1.301 -1.835 5.503
H: 1.848 -1.570 -5.893
C: 1.424 2.791 0.510
H: -6.161 -2.945 -0.323
H: -6.012 3.200 3.238
H: 4.795 -1.103 -6.459
C: 2.766 0.567 -2.525
C: -3.130 -1.656 4.755
H: -3.032 0.470 4.635

Properties
Charge   0
2S+1   1
Molecular weight   915.074 g/mol
Lowest unoccupied orbital energy   -0.0034 Eh
HOMO   -7.0 eV
Gap between HOMO and LUMO   6.8725 eV

Partial charges, Löwdin, in e: H 0.08; C -0.02; H 0.13; H 0.06; H 0.11; H 0.09; H 0.09; H 0.05; O 0.03; H 0.14; Br 0.55; H 0.13; C -0.02; H 0.08; C -0.68; N -0.15; C -0.34; H 0.09; H 0.11; H 0.07; H 0.09; H 0.04; O -0.24; O -0.02; Br 0.61; C -0.06; H 0.12; H 0.07; C -0.63; O -0.06; H 0.05; H 0.04; C 0.04; H 0.05; H 0.08; N -0.21; C -0.07; H 0.12; C -0.04; C -0.04; H 0.08; H -0.02; H 0.07; H 0.03; H 0.04; C -0.15; H 0.05; N -0.18; C -0.56; C -0.11; H 0.09; H 0.09; Br 0.58; H 0.03; H 0.05; H 0.08; H 0.08; C -0.07; H 0.13; C -0.17; C -0.11; H 0.08; H 0.09; Br 0.55; Br 0.62; H 0.08; H 0.11; C -0.71; H 0.02; C -0.61; C -0.83; H 0.09; H 0.13; O -0.09; H 0.05; Br 0.69; H -0.01; H 0.12; C -0.37; H 0.05; H 0.04; H 0.09; C -0.10; C -0.64; H -0.03

=====

[2]
DFT (ωB97M-V/def2-TZVPD) results for a 6-piece molecular cluster, C10H33ClN2O9 overall in a non-equilibrium geometry.

Element x y z (Å)
H: -2.899 -1.974 -8.145
H: 1.516 0.089 3.220
H: 0.332 1.023 5.294
H: -1.837 -2.740 -3.820
H: 1.507 -3.907 -1.661
H: 0.837 -1.424 3.466
H: -0.259 2.866 1.345
H: -0.538 -0.950 -3.483
H: 3.138 0.251 6.498
C: 0.475 -0.009 5.649
O: 0.553 4.539 -1.880
C: 2.977 0.167 5.426
H: -0.719 1.604 2.525
H: -1.029 1.186 7.728
H: -1.891 -3.431 -8.253
C: -0.747 0.132 7.678
C: -2.245 -1.796 -4.187
N: -1.111 -0.862 -4.311
N: 1.650 -0.840 3.625
O: 0.659 -0.049 -1.721
H: -4.084 -1.896 -3.041
C: 1.737 -0.635 5.085
C: -2.635 -2.918 -7.650
O: -2.095 -2.745 -6.368
O: 1.312 1.922 2.353
H: -1.426 0.094 -4.412
H: 2.218 5.641 -1.704
H: 2.627 -3.204 -0.689
H: 1.709 -2.285 -1.630
Cl: 1.768 0.376 -0.899
H: -1.541 -0.459 7.206
H: -3.646 -0.299 -3.532
H: -0.384 -0.600 5.299
H: -3.855 -2.565 -5.363
O: 2.981 -0.176 -1.485
H: -2.703 -1.075 -2.200
O: 0.513 -0.015 7.066
H: -0.098 3.149 3.119
O: 1.746 -3.142 -1.110
H: -3.231 -1.042 -5.978
H: 1.443 1.427 1.531
O: 1.610 -0.183 0.432
C: -2.926 -1.990 -5.517
H: 1.818 -1.645 5.506
O: 1.879 1.798 -0.779
H: 2.056 4.851 -3.335
H: 2.808 1.165 4.995
H: 1.071 6.232 -2.939
H: 3.901 -0.106 4.916
C: -3.222 -1.226 -3.141
H: 0.972 3.723 -1.587
H: -3.569 -3.496 -7.608
C: -0.023 2.423 2.312
C: 1.541 5.349 -2.510
H: -0.638 -0.325 8.663

Properties
Charge   0
2S+1   1
Molecular weight   360.832 g/mol
Lowest unoccupied orbital energy   -0.0726 Eh
HOMO   -8.8 eV
Gap between HOMO and LUMO   6.7815 eV

Partial charges, natural (NBO), in e: H 0.16; H 0.38; H 0.17; H 0.18; H 0.56; H 0.34; H 0.18; H 0.36; H 0.22; C -0.07; O -0.74; C -0.62; H 0.15; H 0.17; H 0.19; C -0.25; C -0.06; N -0.84; N -0.84; O -0.89; H 0.20; C -0.07; C -0.24; O -0.53; O -0.75; H 0.36; H 0.17; H 0.58; H 0.60; Cl 2.54; H 0.16; H 0.20; H 0.15; H 0.16; O -0.89; H 0.22; O -0.55; H 0.18; O -0.77; H 0.17; H 0.49; O -0.88; C -0.06; H 0.17; O -0.84; H 0.16; H 0.21; H 0.17; H 0.22; C -0.62; H 0.48; H 0.16; C -0.25; C -0.25; H 0.19

=====

[3]
DFT (ωB97M-V/def2-TZVPD) results for C5H10N2 as an isolated structure in a non-equilibrium geometry.

Element x y z (Å)
H: 0.138 1.318 -1.625
H: 2.101 -2.229 0.748
H: 1.577 -1.399 -0.724
C: -1.849 -0.459 0.092
N: -2.574 0.378 -0.672
C: 0.452 1.287 0.410
H: 0.525 -2.603 -0.029
N: 0.864 1.349 -0.923
H: -3.565 0.221 -0.756
C: -0.732 -0.335 0.728
H: -0.428 1.897 0.597
C: 1.232 -1.811 0.236
H: -2.205 1.225 -1.097
H: 1.229 1.554 1.118
C: 0.540 -0.756 1.041
H: 1.719 0.859 -1.143
H: 0.977 -0.497 2.001

Properties
Charge   0
2S+1   1
Molecular weight   98.149 g/mol
Lowest unoccupied orbital energy   0.0316 Eh
ΔE to the lowest compared entry with this formula, charge and spin   471.9 kJ/mol
HOMO   -7.0 eV
Gap between HOMO and LUMO   7.8626 eV

Partial charges, natural (NBO), in e: H 0.38; H 0.21; H 0.20; C 0.01; N -0.82; C -0.12; H 0.24; N -0.82; H 0.39; C -0.19; H 0.22; C -0.65; H 0.34; H 0.20; C -0.17; H 0.38; H 0.19

=====

[4]
DFT (ωB97M-V/def2-TZVPD) results for C18H38Be2ClN2O6 as an isolated structure in a non-equilibrium geometry.

Element x y z (Å)
H: 3.267 -4.391 -1.900
C: -1.026 3.654 -2.957
H: -0.398 -4.176 0.890
H: 3.689 -1.613 2.474
H: -3.709 0.344 -1.740
H: -3.257 1.871 -3.507
H: -4.177 3.924 -1.608
C: 0.485 -4.513 0.347
O: -0.608 0.400 3.948
C: 0.627 -3.105 -1.671
O: -0.446 3.080 0.046
H: -1.083 0.802 0.868
H: 1.179 -2.326 -2.195
Be: -0.509 2.890 8.398
C: -3.447 1.342 -1.387
C: -2.045 1.507 -0.827
H: 5.524 -4.035 -0.092
O: 3.114 -4.639 -0.985
H: -2.337 5.943 -2.114
H: 0.500 -3.957 -2.339
C: 3.675 -3.186 0.848
H: -0.111 1.110 -1.934
C: 1.261 -3.320 -0.257
H: 5.736 -2.707 1.139
H: 4.086 -3.755 2.933
O: -0.556 1.976 5.796
H: 1.069 -1.092 -0.327
C: -2.046 5.335 -1.257
H: -0.389 -2.809 -1.409
C: 1.011 -1.906 0.396
H: -4.248 1.491 -0.663
H: 0.169 -5.207 -0.432
H: -0.050 -1.771 0.608
C: 3.538 -4.159 2.082
H: 2.483 -4.198 2.354
C: 5.128 -3.110 0.329
H: 0.083 2.832 -0.716
H: -4.810 2.315 -2.904
O: -0.030 2.590 3.531
C: 3.267 -1.733 1.475
H: 3.888 -5.142 1.768
H: 1.487 -0.689 2.204
H: 1.047 -5.047 1.113
O: -2.159 2.160 4.039
H: -3.481 4.314 -3.246
Cl: -0.813 1.735 4.415
H: 3.762 -1.026 0.809
H: -2.354 -0.228 0.475
H: -0.034 3.378 -2.601
H: -0.747 -0.208 -1.133
C: -2.129 0.835 0.561
H: -1.611 0.391 -2.616
C: -1.952 3.851 -1.720
H: 5.032 -2.392 -0.486
C: 1.711 -1.600 1.649
Be: -1.582 4.309 1.975
H: -0.962 4.578 -3.531
H: 1.345 -2.342 2.359
C: -3.753 2.309 -2.640
N: -1.730 2.899 -0.567
H: -1.030 5.631 -0.997
H: -2.683 1.344 1.349
H: -1.381 2.887 -3.646
H: -2.768 5.451 -0.449
N: 2.759 -3.481 -0.288
C: -1.077 0.659 -1.705
C: -3.387 3.727 -2.332

Properties
Charge   +3
2S+1   1
Molecular weight   431.987 g/mol
Lowest unoccupied orbital energy   -0.5083 Eh
ΔE to the lowest compared entry with this formula, charge and spin   275.4 kJ/mol
HOMO   -15.1 eV
Gap between HOMO and LUMO   1.3172 eV

Partial charges, natural (NBO), in e: H 0.52; C -0.62; H 0.26; H 0.25; H 0.25; H 0.20; H 0.22; C -0.61; O -0.78; C -0.61; O -0.61; H 0.21; H 0.22; Be 0.84; C -0.43; C 0.06; H 0.26; O -0.46; H 0.27; H 0.25; C 0.14; H 0.21; C 0.12; H 0.26; H 0.26; O -0.84; H 0.21; C -0.62; H 0.24; C -0.42; H 0.23; H 0.25; H 0.24; C -0.55; H 0.22; C -0.62; H 0.49; H 0.25; O -0.90; C -0.38; H 0.25; H 0.26; H 0.24; O -0.89; H 0.25; Cl 2.55; H 0.23; H 0.24; H 0.19; H 0.23; C -0.60; H 0.25; C 0.10; H 0.22; C -0.43; Be 1.39; H 0.26; H 0.22; C -0.40; N -0.06; H 0.21; H 0.23; H 0.24; H 0.21; N 0.18; C -0.63; C -0.42

=====

[5]
DFT (ωB97M-V/def2-TZVPD) results for an isolated ion of composition C4H7NO2 and charge -1 in a non-equilibrium geometry.

Element x y z (Å)
C: -1.313 0.943 0.402
H: -1.589 -0.108 0.448
H: 0.119 0.196 -1.744
H: 1.713 -0.638 -1.526
O: -0.999 -2.140 -1.348
H: -1.499 1.294 -0.609
O: 0.405 1.765 1.871
H: 0.841 -2.470 -0.437
H: 1.927 0.382 0.550
C: 0.107 1.101 0.890
H: -2.008 1.530 1.010
C: 0.100 -1.747 -0.828
N: 1.001 0.404 0.149
C: 0.743 -0.390 -1.066

Properties
Charge   -1
2S+1   2
Molecular weight   101.105 g/mol
Lowest unoccupied orbital energy (alpha / beta)   0.1535 / 0.1463 Eh
ΔE to the lowest compared entry with this formula, charge and spin   21.8 kJ/mol
HOMO (alpha / beta)   -0.1 / -3.4 eV
Gap between HOMO and LUMO (alpha / beta)   4.2523 / 7.4191 eV

Partial charges, natural (NBO), in e: C -0.73; H 0.26; H 0.19; H 0.18; O -0.77; H 0.22; O -0.68; H 0.05; H 0.38; C 0.67; H 0.21; C 0.00; N -0.63; C -0.34

=====

[6]
DFT (ωB97M-V/def2-TZVPD) results for one molecule with the formula C4H12N2 in a non-equilibrium geometry.

Element x y z (Å)
H: 0.461 1.230 1.697
H: 2.039 -0.485 1.180
H: -0.472 -0.367 1.291
H: 1.705 1.784 0.807
H: -1.680 2.118 0.038
N: 0.211 0.950 -0.240
H: -1.639 0.879 -1.137
H: 1.105 -2.095 0.903
C: 0.068 -0.373 0.224
C: -1.019 1.610 -0.758
H: -0.571 2.202 -1.451
H: -0.321 -1.301 -1.801
C: 1.392 -1.075 0.482
C: -0.736 -1.283 -0.724
H: 1.838 -1.179 -0.408
N: 0.693 1.732 0.822
H: -1.736 -1.107 -0.822
H: -0.887 -2.315 -0.309

Properties
Charge   0
2S+1   1
Molecular weight   88.154 g/mol
Lowest unoccupied orbital energy   0.0433 Eh
ΔE to the lowest compared entry with this formula, charge and spin   245.8 kJ/mol
HOMO   -8.8 eV
Gap between HOMO and LUMO   9.9583 eV

Partial charges, natural (NBO), in e: H 0.32; H 0.20; H 0.12; H 0.35; H 0.18; N -0.29; H 0.19; H 0.21; C -0.04; C -0.41; H 0.21; H 0.21; C -0.60; C -0.63; H 0.20; N -0.66; H 0.21; H 0.22

=====

[7]
DFT (ωB97M-V/def2-TZVPD) results for a 11-piece molecular cluster, C44H88O33 overall in a non-equilibrium geometry.

Element x y z (Å)
H: -6.233 -7.919 1.713
H: -7.130 -2.615 9.873
O: -3.986 4.090 5.731
H: -7.870 -3.462 8.460
H: -2.660 5.640 5.738
H: 6.384 1.560 -2.608
C: -4.856 -0.109 6.367
H: 1.297 -1.239 2.069
H: 3.604 -2.349 2.619
H: 6.170 -1.479 -3.133
H: 1.709 -6.802 2.032
C: 3.424 -1.284 2.472
C: 3.632 -1.359 4.832
H: -4.651 6.227 7.081
H: 4.410 -0.922 2.166
C: -5.320 -4.803 1.861
H: 3.014 -2.477 -3.296
H: 4.201 0.320 -5.396
O: 1.447 0.591 -7.918
H: 0.406 5.990 0.437
H: 2.133 -0.096 -10.557
O: -0.703 0.225 1.299
O: -1.764 2.271 -5.475
H: 0.881 2.179 1.728
C: 1.695 4.839 -0.853
C: 4.058 1.629 -0.327
H: 3.361 2.056 -1.047
C: 6.333 0.657 -3.208
O: -3.813 2.046 -5.091
H: -5.443 -8.557 3.821
H: 2.272 -1.317 0.623
H: 0.058 3.487 2.670
O: -0.468 4.223 -0.132
C: 3.302 0.195 -5.992
H: 2.016 0.164 1.566
H: 2.275 -0.652 -1.946
H: -0.070 5.981 -1.279
C: -6.204 -1.365 7.902
H: 2.345 5.522 -1.401
H: 4.551 3.618 0.426
O: -4.607 3.042 4.005
C: 2.084 -6.879 1.012
O: 2.832 2.088 -8.876
H: -3.920 2.066 -0.655
O: -2.077 2.861 -0.501
O: -7.501 -1.503 8.140
H: -5.276 1.794 -2.783
H: 1.047 2.388 -9.990
H: 3.174 -0.812 -6.380
H: -5.129 -6.882 4.400
C: -0.405 1.869 -5.463
H: -6.844 1.637 -3.695
C: -5.730 -7.505 3.741
C: -5.141 -0.219 4.866
H: 2.184 4.614 0.097
H: -4.257 0.059 4.298
O: 4.209 -2.417 4.784
O: -4.090 -5.061 2.334
O: 6.665 -0.453 -5.641
H: -5.823 3.049 -3.933
C: -3.079 4.920 6.448
H: 0.298 2.546 -5.949
O: 7.601 0.435 -3.834
H: 1.233 -5.005 0.619
H: -5.513 1.235 -5.787
H: 0.149 1.991 3.298
C: -5.678 -7.161 2.264
O: -5.680 -3.776 1.357
C: 8.949 0.176 -7.086
C: -2.996 2.092 -1.243
C: 4.359 2.613 0.796
H: -4.196 -0.918 6.707
C: 2.360 0.892 -10.965
O: 0.316 0.540 -0.540
C: -7.844 -2.550 9.057
C: -5.814 1.982 -3.708
H: 3.596 -1.834 7.589
H: -3.213 6.427 8.013
C: -1.339 3.797 -1.059
O: 3.187 2.572 1.626
H: 2.530 2.910 -10.703
H: -4.651 -7.272 1.914
C: 2.507 1.149 -7.986
H: -4.258 0.748 6.677
H: -4.378 3.269 1.929
H: -4.228 4.968 8.265
H: 1.623 3.938 -1.459
H: 10.029 0.131 -7.190
C: -0.579 -0.234 0.055
O: -1.360 4.172 -2.201
H: 1.600 -0.128 -3.570
H: -0.560 0.436 -2.356
O: -6.141 -5.831 2.039
C: 1.392 -0.491 -2.561
C: 3.658 -3.343 -3.429
C: 5.944 -0.628 -2.491
H: -5.348 -1.263 4.620
C: -5.010 1.310 -4.820
H: 4.182 -0.108 7.712
C: 0.312 5.379 -0.456
H: -2.355 -3.945 2.890
H: 4.691 -3.204 -3.124
H: -5.394 1.919 2.441
C: 0.458 0.549 -1.963
H: 5.127 -1.305 6.888
H: 4.872 -0.775 -2.343
O: -6.069 -0.353 7.066
C: -3.546 3.580 4.585
H: 5.182 2.221 1.394
H: 5.566 0.818 -3.967
C: 0.771 2.659 2.695
C: 2.849 -4.244 -1.412
H: -3.447 -3.109 1.886
H: 8.553 -0.806 -7.343
H: -4.739 0.270 -4.623
O: 2.596 -5.449 -0.877
H: 0.636 1.587 -2.248
O: -2.398 0.491 -4.221
O: -2.440 3.652 4.133
O: 1.950 3.030 3.389
H: 6.479 -0.763 -1.551
H: -0.349 0.974 -6.085
H: 3.421 0.833 -11.209
H: -6.744 -7.439 4.143
O: 3.222 -0.667 3.769
H: -3.729 1.753 2.679
C: -1.832 -0.205 2.037
H: -1.803 0.223 3.035
C: -4.514 2.509 2.694
O: 3.988 3.853 3.319
H: 3.058 -7.371 1.090
C: -3.829 5.669 7.533
O: -5.297 -2.007 8.364
C: 4.101 -1.002 7.101
C: 2.217 -5.471 0.481
H: 1.473 -7.529 0.387
H: -2.444 -4.516 1.292
H: -1.914 -1.291 2.010
H: 1.746 0.954 -11.865
O: 8.740 0.400 -5.690
C: 3.115 3.234 2.770
O: -1.226 -1.064 -0.518
H: 0.874 -1.440 -2.702
H: 2.825 -4.883 1.173
H: -2.747 1.032 -1.304
C: 2.098 2.120 -10.089
H: -3.283 2.532 -2.196
H: -6.076 0.302 4.667
H: -2.204 4.397 6.837
H: -2.718 0.196 1.535
O: 3.177 -4.458 -2.664
C: -2.631 1.499 -4.831
H: 5.037 1.352 -0.721
C: 2.240 -0.901 1.629
C: -3.076 -4.112 2.084
C: 7.628 0.090 -5.111
H: 8.515 0.969 -7.687
O: 2.818 -3.208 -0.808
O: 3.462 1.136 -7.068
O: 3.336 -0.695 5.940
H: 2.420 0.511 -5.432
H: 0.054 1.688 -4.491
H: 3.584 -3.603 -4.482
H: -8.849 -2.432 9.453
H: 3.604 0.716 0.054

Properties
Charge   0
2S+1   1
Molecular weight   1145.155 g/mol
Lowest unoccupied orbital energy   0.0146 Eh
ΔE to the lowest compared entry with this formula, charge and spin   288.3 kJ/mol
HOMO   -10.1 eV
Gap between HOMO and LUMO   10.5146 eV

Atomic partial charges in e from the Löwdin method, atoms 1 to 99: H 0.12; H 0.09; O 0.04; H 0.10; H 0.13; H 0.12; C -0.20; H 0.09; H 0.11; H 0.07; H 0.08; C -0.17; C -0.61; H 0.08; H 0.13; C -0.59; H 0.07; H 0.07; O 0.13; H 0.12; H 0.07; O -0.03; O 0.03; H 0.07; C -0.04; C -0.04; H 0.08; C -0.19; O 0.03; H 0.08; H 0.06; H 0.09; O 0.02; C -0.01; H 0.06; H 0.06; H 0.12; C -0.62; H 0.08; H 0.13; O 0.00; C -0.07; O 0.04; H 0.09; O 0.02; O 0.01; H 0.05; H 0.12; H 0.11; H 0.08; C -0.04; H 0.08; C -0.07; C -0.04; H 0.06; H 0.06; O 0.11; O -0.02; O 0.09; H 0.08; C -0.23; H 0.10; O 0.04; H 0.12; H 0.12; H 0.09; C -0.22; O 0.14; C -0.01; C -0.03; C -0.18; H 0.12; C -0.07; O 0.02; C -0.03; C -0.04; H 0.10; H 0.08; C -0.60; O -0.01; H 0.12; H 0.12; C -0.62; H 0.12; H 0.10; H 0.08; H 0.07; H 0.10; C -0.63; O 0.14; H 0.05; H 0.11; O 0.05; C -0.04; C -0.01; C -0.06; H 0.08; C -0.21; H 0.09